# 1
Density functional theory data (ωB97M-V/def2-TZVPD) for a molecular structure, C27H37BaBrN2O2PS3Si.

Values from the calculation:
Spin multiplicity ... 1
DFT total energy ... -5736.18818 Eh
Gap between HOMO and LUMO ... 5.44 eV
Charge ... -1
Relative energy (zero: lowest compared OMol25 entry of this formula, charge and spin) ... 7.2 kcal/mol
Largest force on an atom ... 0.1 eV/A

Positions of all 75 atoms, in Å:
1 Ba -0.026 -0.587 0.381
2 O -2.419 5.640 2.322
3 C -1.977 4.459 1.828
4 C -0.627 4.153 1.713
5 C -0.282 2.917 1.207
6 N -1.185 2.006 0.829
7 C -2.456 2.333 0.932
8 Br -3.694 1.022 0.349
9 C -2.927 3.536 1.421
10 H -1.667 6.175 2.590
11 H 0.140 4.854 2.018
12 H 0.757 2.631 1.083
13 H -3.983 3.749 1.496
14 S -2.037 -3.878 3.561
15 C -1.076 -2.684 2.878
16 S -1.513 -0.998 2.989
17 S 0.378 -3.122 1.993
18 C -0.860 1.191 -2.591
19 Si 1.026 1.137 -2.724
20 C 1.484 2.691 -3.699
21 C 1.452 -0.357 -3.796
22 N 1.647 1.010 -1.153
23 C 2.955 1.111 -0.792
24 C 4.034 1.402 -1.661
25 C 5.351 1.463 -1.231
26 C 5.679 1.230 0.098
27 C 4.650 0.939 0.992
28 C 3.344 0.906 0.558
29 O 2.304 0.569 1.437
30 C 2.339 1.001 2.751
31 C 1.839 0.132 3.704
32 C 1.731 0.568 5.017
33 C 2.136 1.847 5.374
34 C 2.646 2.703 4.404
35 C 2.745 2.288 3.084
36 H -1.294 1.232 -3.596
37 H -1.185 2.085 -2.049
38 H -1.325 0.329 -2.101
39 H 0.751 2.872 -4.491
40 H 2.468 2.619 -4.170
41 H 1.494 3.566 -3.043
42 H 1.028 -0.284 -4.803
43 H 1.074 -1.279 -3.340
44 H 2.537 -0.465 -3.890
45 H 3.813 1.580 -2.708
46 H 6.131 1.690 -1.950
47 H 6.705 1.259 0.438
48 H 4.865 0.739 2.035
49 H 1.517 -0.863 3.409
50 H 1.315 -0.103 5.758
51 H 2.052 2.179 6.401
52 H 2.966 3.702 4.674
53 H 3.144 2.941 2.317
54 C -4.683 -4.132 0.316
55 C -3.729 -2.956 0.499
56 P -2.397 -2.747 -0.749
57 C -3.374 -2.566 -2.306
58 C -2.513 -2.442 -3.562
59 C -1.704 -4.448 -0.888
60 C -0.351 -4.487 -1.600
61 H -5.375 -4.183 1.159
62 H -4.141 -5.079 0.288
63 H -5.276 -4.051 -0.597
64 H -3.222 -3.033 1.464
65 H -4.277 -2.009 0.531
66 H -3.977 -1.661 -2.175
67 H -4.070 -3.402 -2.411
68 H -1.775 -1.639 -3.467
69 H -3.128 -2.225 -4.439
70 H -1.971 -3.366 -3.764
71 H -2.427 -5.105 -1.382
72 H -1.579 -4.796 0.142
73 H -0.394 -4.060 -2.604
74 H 0.011 -5.514 -1.690
75 H 0.388 -3.935 -1.016

Atomic forces in eV per Å
Ba 0.06 -0.07 0.00
O -0.07 -0.01 -0.02
C -0.07 0.05 0.02
C 0.12 -0.04 0.00
C -0.05 -0.05 -0.02
N 0.07 0.12 -0.04
C 0.02 -0.06 0.05
Br 0.01 0.03 -0.01
C -0.05 -0.02 0.00
H 0.06 0.05 0.03
H -0.01 -0.01 0.00
H -0.04 0.00 -0.02
H 0.01 0.00 0.00
S 0.08 0.03 0.03
C 0.07 0.02 -0.10
S -0.04 -0.12 0.04
S -0.09 0.03 0.08
C -0.01 0.04 -0.05
Si -0.09 0.03 -0.04
C 0.04 0.02 -0.01
C 0.01 -0.02 -0.05
N 0.03 -0.05 0.14
C -0.02 0.00 -0.06
C 0.03 0.00 0.00
C -0.06 0.00 0.05
C -0.06 -0.01 -0.02
C 0.09 0.02 -0.02
C -0.08 0.01 -0.01
O 0.10 -0.01 0.04
C -0.03 0.03 -0.13
C -0.01 -0.04 0.06
C 0.01 0.02 0.01
C -0.01 -0.01 -0.02
C 0.01 -0.02 -0.01
C 0.02 0.02 0.03
H 0.01 0.01 0.06
H 0.01 -0.03 -0.02
H 0.00 -0.04 0.00
H 0.02 -0.01 0.01
H -0.05 0.01 0.01
H -0.01 -0.02 -0.01
H 0.02 0.00 0.05
H 0.01 0.04 -0.03
H -0.03 -0.01 -0.01
H 0.02 -0.02 0.06
H 0.00 -0.01 0.01
H 0.00 0.00 0.00
H 0.00 0.00 -0.02
H -0.01 0.03 0.01
H 0.00 0.01 0.00
H 0.00 -0.01 -0.02
H 0.00 -0.01 -0.01
H -0.01 0.00 0.01
C 0.01 -0.01 -0.01
C 0.01 0.07 -0.02
P -0.01 0.03 -0.05
C 0.02 -0.01 -0.04
C -0.01 0.06 -0.02
C 0.03 0.00 -0.04
C -0.03 -0.02 0.06
H 0.01 0.01 -0.01
H -0.01 0.02 0.02
H 0.00 -0.01 0.00
H -0.03 -0.01 0.00
H 0.00 -0.02 -0.02
H 0.00 -0.01 -0.02
H -0.01 0.00 0.00
H -0.05 -0.07 0.00
H 0.01 0.01 0.01
H -0.04 0.03 -0.01
H -0.01 0.00 0.00
H 0.01 0.01 0.01
H 0.04 -0.02 0.06
H 0.00 0.01 0.01
H 0.02 0.02 0.00



# 2
Density functional theory data (ωB97M-V/def2-TZVPD) for a molecular structure, C26H48O2P2W at a distorted geometry.

Values from the calculation:
Spin multiplicity ... 3
DFT total energy ... -1918.92847 Eh
Gap between HOMO and LUMO (spin up / spin down) ... 5.21 / 4.32 eV
Charge ... +2
Relative energy (zero: lowest compared OMol25 entry of this formula, charge and spin) ... 111.9 kcal/mol
⟨S²⟩ ... 2.289
Largest force on an atom ... 3.8 eV/A

Positions of all 79 atoms, in Å:
1 W 0.006 0.166 -0.517
2 C 0.420 1.605 -2.135
3 C 1.309 2.135 -1.035
4 C 1.905 -0.104 -1.669
5 C 0.839 0.319 -2.553
6 C 2.129 0.909 -0.705
7 C -0.643 2.436 -2.762
8 H -0.797 3.362 -2.190
9 H -1.611 1.912 -2.788
10 H -0.364 2.701 -3.795
11 C 0.300 -0.460 -3.708
12 H -0.655 -0.041 -4.051
13 H 0.097 -1.501 -3.445
14 H 1.007 -0.456 -4.553
15 C 2.574 -1.428 -1.728
16 H 3.203 -1.565 -2.623
17 H 1.796 -2.217 -1.755
18 H 3.197 -1.597 -0.842
19 C 3.114 0.866 0.416
20 H 2.859 1.626 1.171
21 H 4.149 1.061 0.081
22 H 3.113 -0.109 0.930
23 C 2.122 3.437 -1.375
24 H 2.713 3.264 -2.284
25 H 2.789 3.670 -0.538
26 H 1.414 4.258 -1.544
27 C -2.148 -0.452 -0.279
28 C -1.957 0.771 0.442
29 C -2.067 0.818 1.968
30 C -0.774 0.834 2.706
31 C 0.267 0.031 2.420
32 C 0.216 -0.984 1.352
33 C -0.928 -1.995 1.379
34 C -2.122 -1.776 0.433
35 H -2.712 0.003 2.363
36 H -0.719 1.510 3.560
37 H -2.603 1.759 2.204
38 H -3.058 -1.908 1.014
39 H -2.721 -0.382 -1.216
40 H -2.295 1.688 -0.056
41 H -2.145 -2.592 -0.307
42 H -0.481 -2.977 1.152
43 H 1.199 -1.461 1.195
44 H -1.323 -2.101 2.401
45 H 0.450 3.601 2.571
46 H 1.213 0.150 2.961
47 P -3.025 -0.768 -3.637
48 C -3.055 -0.353 -5.447
49 H -4.062 -0.577 -5.836
50 H -2.313 -0.964 -5.983
51 H -2.830 0.712 -5.598
52 C -3.446 -2.535 -3.976
53 H -4.417 -2.592 -4.493
54 H -3.485 -3.103 -3.039
55 H -2.663 -2.958 -4.622
56 C -4.739 -0.149 -3.330
57 H -5.412 -0.559 -4.097
58 H -4.733 0.950 -3.396
59 H -5.083 -0.446 -2.330
60 P 2.475 -4.097 -0.593
61 C 4.270 -4.077 -0.153
62 H 4.622 -5.105 0.016
63 H 4.413 -3.478 0.756
64 H 4.840 -3.622 -0.978
65 C 1.906 -5.474 0.474
66 H 2.607 -6.318 0.396
67 H 0.903 -5.781 0.140
68 H 1.851 -5.119 1.514
69 C 2.730 -5.059 -2.148
70 H 3.181 -6.032 -1.900
71 H 3.396 -4.502 -2.824
72 H 1.757 -5.208 -2.638
73 C 0.635 4.909 3.999
74 O 0.632 3.569 3.534
75 C 0.354 2.291 0.092
76 O 0.092 3.225 0.812
77 H 0.091 5.601 3.343
78 H 1.664 5.271 4.095
79 H 0.164 4.925 4.984

Atomic forces in eV per Å
W -3.09 0.69 2.02
C 0.44 0.15 -0.78
C 1.72 0.85 -1.60
C 1.72 0.81 -0.17
C 0.35 0.43 -0.37
C 0.95 -1.29 -0.51
C -0.50 0.33 0.09
H 0.07 -0.19 -0.23
H 0.25 0.06 -0.18
H -0.10 -0.08 0.30
C -0.14 0.08 -0.51
H 0.52 -0.05 0.11
H 0.13 0.01 0.00
H -0.07 0.03 0.35
C -0.18 0.16 -0.34
H -0.21 0.30 0.16
H 0.60 0.52 -0.07
H -0.24 0.09 -0.33
C 0.29 0.14 0.52
H 0.14 -0.18 -0.18
H -0.46 -0.05 0.00
H 0.05 0.28 -0.26
C -0.08 -0.35 0.06
H -0.15 0.01 0.27
H -0.19 0.05 -0.19
H 0.24 -0.21 0.13
C -0.88 1.88 1.29
C -2.44 -1.51 -0.19
C -0.19 0.75 -0.14
C -0.30 0.21 0.93
C 0.67 -0.20 -1.01
C 1.93 -0.03 0.88
C -0.09 -1.06 0.04
C -0.37 -0.71 -0.40
H 0.32 0.27 -0.32
H 0.17 -0.14 -0.15
H 0.24 -0.51 -0.09
H 0.30 0.27 -0.32
H 0.80 -0.01 0.11
H 0.24 -0.29 0.05
H -0.01 0.38 0.11
H -0.17 0.38 0.01
H -0.40 -0.22 0.49
H 0.42 0.34 -0.22
H 0.26 -0.03 1.17
H -0.31 0.11 -0.22
P -1.36 -0.40 -1.43
C 0.45 0.37 0.08
H 0.46 0.10 0.05
H -0.22 0.29 0.09
H -0.10 -0.26 -0.17
C 0.26 -0.18 0.47
H 0.36 -0.05 0.18
H -0.10 -0.08 -0.28
H -0.27 0.00 0.25
C 0.13 0.15 0.37
H 0.14 0.18 0.36
H -0.14 -0.31 0.07
H -0.08 0.13 -0.24
P 0.30 -1.73 0.43
C -0.12 0.42 0.26
H -0.02 0.35 -0.06
H 0.21 -0.23 -0.16
H -0.09 -0.14 0.32
C -0.01 0.01 0.08
H -0.34 0.14 0.17
H 0.31 -0.01 0.22
H -0.03 -0.27 -0.24
C -0.39 0.22 -0.15
H -0.12 0.31 -0.21
H -0.24 -0.25 0.12
H 0.35 -0.13 -0.03
C 0.17 0.53 0.45
O -0.38 -0.30 -1.29
C -1.72 1.43 1.99
O 0.36 -2.56 -2.03
H 0.02 -0.26 0.06
H -0.12 0.01 0.03
H 0.08 0.07 -0.11



# 3
Density functional theory data (ωB97M-V/def2-TZVPD) for a molecular structure, C4H8F3O5STl at a distorted geometry.

Values from the calculation:
Spin multiplicity ... 1
DFT total energy ... -1403.48215 Eh
Gap between HOMO and LUMO ... 9.36 eV
Charge ... 0
Relative energy (zero: lowest compared OMol25 entry of this formula, charge and spin) ... 0.0 kcal/mol
Largest force on an atom ... 3.5 eV/A

Positions of all 22 atoms, in Å:
1 O -0.658 1.073 -1.148
2 O -1.550 2.115 -0.188
3 C -1.193 2.089 1.123
4 O -1.649 0.863 1.722
5 C -1.191 0.646 3.037
6 Tl -2.067 -0.302 -0.141
7 H -1.701 2.922 1.646
8 H -0.096 2.150 1.259
9 H -1.575 -0.327 3.369
10 H -0.089 0.632 3.075
11 H -1.570 1.426 3.718
12 S 1.097 0.056 -1.985
13 O 2.141 1.029 -2.353
14 O 1.558 -1.339 -2.717
15 C 1.590 -0.500 -0.221
16 F 1.848 0.552 0.531
17 F 0.571 -1.180 0.316
18 F 2.652 -1.287 -0.250
19 C 0.630 -2.439 -2.692
20 H 0.971 -3.129 -3.468
21 H -0.390 -2.098 -2.911
22 H 0.670 -2.954 -1.723

Atomic forces in eV per Å
O -0.39 2.26 1.55
O 0.38 -0.56 -1.12
C 0.99 0.62 0.23
O 0.25 0.86 1.00
C 0.26 -0.12 0.65
Tl -1.81 -2.64 -1.41
H 0.17 -0.18 -0.33
H -0.33 0.00 0.02
H 0.09 0.27 -0.13
H -0.31 0.03 -0.02
H 0.11 -0.20 -0.23
S 1.21 0.52 -0.69
O -1.14 -1.15 0.52
O 0.19 -0.06 0.14
C 0.25 0.41 -1.26
F 0.06 0.27 0.39
F -0.23 -0.45 0.44
F 0.21 -0.20 0.19
C 0.09 0.07 0.03
H -0.13 0.20 0.13
H 0.18 -0.09 0.08
H -0.09 0.14 -0.19



# 4
Density functional theory data (ωB97M-V/def2-TZVPD) for a molecular structure, C7H17N2O3Y at a distorted geometry.

Values from the calculation:
Spin multiplicity ... 2
DFT total energy ... -649.27991 Eh
Gap between HOMO and LUMO (spin up / spin down) ... 6.66 / 5.62 eV
Charge ... +3
⟨S²⟩ ... 0.782
Largest force on an atom ... 6.9 eV/A

Positions of all 30 atoms, in Å:
1 Y -0.333 4.327 1.047
2 C -3.109 2.249 -0.347
3 O -1.927 3.095 -0.218
4 H -3.100 1.694 -1.285
5 H -3.117 1.585 0.517
6 H -4.098 2.706 -0.341
7 C -1.557 -0.994 0.445
8 C -1.064 -2.371 0.999
9 O -1.839 -2.996 1.671
10 N 0.255 -2.747 0.795
11 C 0.702 -3.989 1.371
12 H -2.472 -0.560 0.848
13 H -1.776 -0.975 -0.623
14 H -0.802 -0.232 0.635
15 H 0.872 -2.295 0.134
16 H 0.932 -4.730 0.605
17 H 0.241 -4.458 2.241
18 H 1.703 -3.782 1.750
19 C 2.375 1.002 0.943
20 C 1.614 1.612 -0.289
21 O 0.897 2.608 -0.076
22 N 1.827 0.985 -1.425
23 C 1.107 1.331 -2.647
24 H 3.014 1.842 1.215
25 H 2.989 0.191 0.551
26 H 1.708 0.729 1.762
27 H 2.400 0.160 -1.525
28 H 1.238 0.612 -3.456
29 H 1.218 2.375 -2.942
30 H 0.102 1.027 -2.356

Atomic forces in eV per Å
Y -2.65 -4.60 -4.49
C 0.31 0.02 0.48
O 1.87 2.40 2.69
H 0.56 -0.02 0.00
H 0.06 -0.25 -0.13
H 0.35 0.94 0.11
C 0.66 0.14 -0.47
C -1.21 3.51 -1.10
O 0.25 -1.42 0.52
N -1.28 -1.77 1.69
C 1.88 -0.15 0.21
H -0.02 -0.96 0.70
H 0.38 -0.52 -0.20
H 0.38 -0.09 -0.04
H -0.19 0.15 -0.32
H -0.31 -0.23 -0.33
H -1.18 0.57 -0.48
H 0.57 0.26 -0.12
C -0.36 1.06 -2.05
C 2.21 -2.93 2.19
O -1.48 2.70 0.39
N -0.34 0.94 -0.75
C -1.49 -0.72 0.18
H 0.28 -0.30 0.50
H 0.05 -0.08 0.63
H 0.06 -0.04 -0.14
H 0.33 0.27 0.74
H 1.06 0.33 0.01
H -0.07 -0.29 -0.02
H -0.67 1.06 -0.39



# 5
Density functional theory data (ωB97M-V/def2-TZVPD) for a single CH5NOS molecule at a distorted geometry.

Values from the calculation:
Spin multiplicity ... 1
DFT total energy ... -569.19357 Eh
Gap between HOMO and LUMO ... 9.80 eV
Charge ... 0
Relative energy (zero: lowest compared OMol25 entry of this formula, charge and spin) ... 59.4 kcal/mol
Largest force on an atom ... 4.7 eV/A

Positions of all 9 atoms, in Å:
1 O 1.735 0.760 0.529
2 C 0.736 -0.185 -0.049
3 N -0.861 -0.500 0.332
4 S -2.033 0.656 -0.020
5 H 1.169 1.363 1.024
6 H 0.609 0.026 -1.075
7 H 1.222 -1.267 0.053
8 H -0.851 -0.611 1.323
9 H -2.241 0.022 -1.070

Atomic forces in eV per Å
O -2.94 -1.30 -0.11
C 0.02 -3.06 0.77
N 4.63 0.69 0.78
S 0.39 1.88 1.81
H 0.34 0.50 0.14
H 0.13 0.46 -1.18
H -1.11 2.39 -0.06
H -0.13 -0.52 0.85
H -1.32 -1.04 -2.99



# 6
Density functional theory data (ωB97M-V/def2-TZVPD) for a single C3H4N2O molecule at a distorted geometry.

Values from the calculation:
Spin multiplicity ... 1
DFT total energy ... -301.29227 Eh
Gap between HOMO and LUMO ... 7.27 eV
Charge ... 0
Relative energy (zero: lowest compared OMol25 entry of this formula, charge and spin) ... 122.3 kcal/mol
Largest force on an atom ... 2.8 eV/A

Positions of all 10 atoms, in Å:
1 C 0.138 0.892 -0.798
2 C 0.234 -1.252 1.191
3 C -0.814 0.076 -1.320
4 N 0.880 0.976 0.395
5 N 0.709 -0.006 1.313
6 O -0.551 -2.072 1.490
7 H 0.420 1.916 -1.126
8 H -1.341 -0.710 -0.786
9 H -1.124 0.361 -2.390
10 H 1.449 -0.182 2.032

Atomic forces in eV per Å
C 0.51 1.69 2.17
C -1.30 -0.54 -0.45
C 0.34 1.07 -1.30
N -0.34 -0.88 -0.15
N -0.02 -1.80 0.29
O 0.90 0.97 -0.23
H -0.50 -1.11 -1.38
H 0.27 0.05 -0.23
H 0.28 -0.77 1.91
H -0.14 1.31 -0.61



# 7
Density functional theory data (ωB97M-V/def2-TZVPD) for a single C3H5NO2 molecule at a distorted geometry.

Values from the calculation:
Spin multiplicity ... 1
DFT total energy ... -322.55775 Eh
Gap between HOMO and LUMO ... 11.28 eV
Charge ... 0
Relative energy (zero: lowest compared OMol25 entry of this formula, charge and spin) ... 10.4 kcal/mol
Largest force on an atom ... 1.1 eV/A

Positions of all 11 atoms, in Å:
1 C 1.288 -0.196 0.206
2 N -0.126 0.050 -0.031
3 C -0.686 1.310 -0.030
4 O -0.152 2.327 0.360
5 C -0.954 -1.045 -0.225
6 O -0.566 -2.187 -0.180
7 H 1.719 -0.708 -0.661
8 H 1.419 -0.834 1.082
9 H 1.770 0.769 0.352
10 H -1.701 1.299 -0.462
11 H -2.012 -0.785 -0.407

Atomic forces in eV per Å
C 0.17 0.09 0.06
N -0.16 -0.40 -0.11
C 0.17 0.97 0.21
O -0.22 -0.97 -0.44
C 0.06 -0.32 -0.05
O -0.06 0.40 -0.04
H -0.11 0.10 0.17
H 0.00 0.12 -0.08
H -0.01 -0.10 0.04
H 0.00 0.05 0.22
H 0.17 0.07 0.01



# 8
Density functional theory data (ωB97M-V/def2-TZVPD) for a single C5H11NOS molecule.

Values from the calculation:
Spin multiplicity ... 1
DFT total energy ... -725.30672 Eh
Gap between HOMO and LUMO ... 9.73 eV
Charge ... 0
Relative energy (zero: lowest compared OMol25 entry of this formula, charge and spin) ... 11.4 kcal/mol
Largest force on an atom ... 0.5 eV/A

Positions of all 19 atoms, in Å:
1 C -0.237 2.653 1.154
2 C 0.401 1.927 -0.039
3 N -0.283 0.710 -0.438
4 C -0.292 -0.391 0.361
5 O 0.211 -0.394 1.466
6 C -0.900 -1.630 -0.249
7 C 0.169 -2.376 -1.059
8 S 1.421 -3.242 -0.100
9 H -0.712 3.578 0.832
10 H -1.026 2.062 1.613
11 H 0.499 2.879 1.923
12 H 0.453 2.570 -0.908
13 H 1.444 1.701 0.199
14 H -0.634 0.640 -1.379
15 H -1.207 -2.226 0.608
16 H -1.752 -1.388 -0.887
17 H 0.600 -1.703 -1.789
18 H -0.293 -3.178 -1.631
19 H 2.137 -2.192 0.325

Atomic forces in eV per Å
C -0.24 0.10 -0.16
C 0.36 0.00 0.34
N 0.00 0.13 -0.06
C -0.02 0.18 -0.36
O 0.12 0.10 0.22
C 0.33 -0.11 0.34
C -0.48 -0.10 -0.07
S 0.28 -0.07 0.03
H 0.07 0.15 0.01
H 0.11 -0.21 0.02
H -0.04 0.02 -0.05
H -0.17 0.16 -0.20
H -0.07 -0.22 0.07
H -0.04 -0.04 0.12
H -0.23 -0.19 -0.18
H -0.03 -0.02 0.02
H 0.32 0.09 -0.13
H -0.14 -0.04 -0.01
H -0.14 0.07 0.03